Entry 1:
Formula: C11H14N2
Source: OMol25
Level of theory: ωB97M-V/def2-TZVPD

Element x y z (Å)
C: -3.27219 -0.85980 0.28749
C: -3.54022 0.49626 0.16292
N: -2.60568 1.41178 -0.15052
C: -1.35776 0.95658 -0.37928
C: -0.95512 -0.35639 -0.31900
C: 0.47552 -0.79761 -0.46494
C: 1.35400 0.03122 -1.42533
C: 2.66591 0.21196 -0.66305
C: 2.35981 1.32565 0.39043
C: 1.45863 0.56507 1.44670
C: 1.40460 -0.82682 0.81418
N: 2.74934 -0.93835 0.23817
C: -1.96982 -1.26358 0.03170
H: -4.05100 -1.56275 0.55218
H: -4.55904 0.86972 0.31371
H: -0.60675 1.74070 -0.65193
H: 0.45600 -1.84335 -0.86053
H: 1.54141 -0.53502 -2.36274
H: 0.96206 0.99593 -1.76179
H: 3.55362 0.44522 -1.18340
H: 1.85874 2.18402 -0.11115
H: 3.27344 1.75164 0.80705
H: 0.46935 1.00344 1.64406
H: 2.01021 0.50028 2.37392
H: 1.14580 -1.62453 1.54089
H: 2.87838 -1.83469 -0.26085
H: -1.67796 -2.29984 0.05599

Calculated values
structure (SMILES)	c1cncc([C@H]2C[C@H]3CC[C@@H]2N3)c1
max |F|	2.6	eV/Å
energy relative to the best compared isomer or geometry (same formula, charge and spin)	0.437	eV
highest occupied orbital energy	-9.0	eV

Atom charges from the Löwdin analysis, given in e for atoms 1 to 8: number 1, C, carries -0.07; number 2, C, carries -0.16; number 3, N, carries 0.07; number 4, C, carries -0.11; number 5, C, carries -0.18; number 6, C, carries -0.21; number 7, C, carries -0.12; number 8, C, carries -0.31

---

Entry 2:
Formula: C3HN
Source: OMol25
Level of theory: ωB97M-V/def2-TZVPD

Element x y z (Å)
C: 0.47599 0.95815 -1.51802
C: 0.32781 0.27693 -0.49353
C: -0.22014 -0.37070 0.64758
N: -0.60108 -0.99286 1.49350
H: 0.70560 1.76379 -2.27067

Calculated values
structure (SMILES)	C#CC#N
max |F|	6.0	eV/Å
energy relative to the best compared isomer or geometry (same formula, charge and spin)	0.314	eV
highest occupied orbital energy	-11.2	eV

For each atom in turn, the Löwdin charge in e is: number 1, C, carries 0.13; number 2, C, carries -0.10; number 3, C, carries -0.26; number 4, N, carries 0.16; number 5, H, carries 0.07

---

Entry 3:
Formula: C3H8O
Source: OMol25
Level of theory: ωB97M-V/def2-TZVPD

Element x y z (Å)
H: 0.80005 -2.32897 0.07489
H: 1.45489 -1.97826 0.08336
C: -1.42004 0.33363 -0.01965
C: 0.01939 0.42590 -0.53052
C: 1.09412 0.48440 0.52632
O: 2.23889 0.13932 0.35401
H: -1.55226 0.89358 0.91385
H: -1.73160 -0.69946 0.16845
H: -2.11176 0.75457 -0.75509
H: 0.25703 -0.35865 -1.25522
H: 0.16907 1.38364 -1.04762
H: 0.78223 0.95029 1.48722

Calculated values
structure (SMILES)	[H][H].CCC=O
max |F|	0.6	eV/Å
energy relative to the best compared isomer or geometry (same formula, charge and spin)	1.313	eV
highest occupied orbital energy	-9.9	eV

Atom charges from the Löwdin analysis, given in e for atoms 1 to 8: number 1, H, carries 0.06; number 2, H, carries 0.05; number 3, C, carries -0.11; number 4, C, carries -0.24; number 5, C, carries -0.32; number 6, O, carries 0.00; number 7, H, carries 0.07; number 8, H, carries 0.07

---

Entry 4:
Formula: C83H187N10O
Source: OMol25
Level of theory: ωB97M-V/def2-TZVPD

Element x y z (Å)
C: -0.56745 1.06635 -1.47833
C: -0.60939 0.42006 -0.01279
C: 0.63420 0.91363 0.91145
O: -1.76926 0.68982 0.70443
H: -0.77834 2.13240 -1.39359
H: -1.36833 0.72388 -2.13362
H: 0.42112 0.94294 -1.92061
H: -0.57815 -0.65392 -0.19640
H: 0.83928 1.97469 1.05354
H: 1.52904 0.40837 0.54804
H: 0.46578 0.53361 1.91908
C: 4.53798 4.13575 7.03735
C: 5.19923 5.48630 6.66165
C: 6.13290 5.40387 5.51551
N: 6.99228 6.70656 5.32730
C: 7.79182 6.36169 4.05036
C: 7.97047 6.97721 6.45517
C: 8.15164 8.49136 6.31918
C: 6.84785 9.08869 5.89850
C: 6.18166 8.01071 4.99740
H: 3.98861 3.71435 6.19550
H: 3.87018 4.15765 7.89856
H: 5.37173 3.45805 7.22085
H: 5.70480 5.76324 7.58675
H: 4.48473 6.30368 6.56426
H: 5.61259 5.07009 4.61775
H: 6.83118 4.58874 5.70539
H: 7.14780 6.25242 3.17778
H: 8.22268 5.39077 4.29481
H: 8.65798 7.01970 3.98039
H: 8.85654 6.38487 6.22697
H: 7.51962 6.67366 7.40000
H: 8.97686 8.74497 5.65377
H: 8.49074 8.96172 7.24214
H: 6.95612 10.08112 5.46094
H: 6.14038 9.21026 6.71874
H: 6.12142 8.14848 3.91782
H: 5.13623 7.98740 5.30501
C: -0.21789 11.99223 1.67210
C: -1.20868 10.96614 2.22921
C: -1.85597 9.99554 1.15095
N: -2.50513 8.67676 1.67108
C: -1.37199 7.71578 2.18228
C: -3.27289 7.99097 0.52102
C: -4.61661 8.64885 0.52673
C: -4.91002 8.68849 2.04113
C: -3.57170 8.85400 2.76025
H: -0.72702 12.81952 1.17765
H: 0.52214 11.55116 1.00431
H: 0.39861 12.57846 2.35354
H: -1.99137 11.43707 2.82395
H: -0.81609 10.24727 2.94838
H: -1.04709 9.70133 0.48219
H: -2.58396 10.52210 0.53381
H: -1.87861 6.80185 2.49238
H: -0.69903 8.22217 2.87424
H: -0.79258 7.53328 1.27725
H: -3.41039 6.93700 0.76255
H: -2.67843 8.01365 -0.39232
H: -5.41434 8.10083 0.02534
H: -4.54172 9.65387 0.11150
H: -5.34350 7.74615 2.37607
H: -5.56508 9.50344 2.34909
H: -3.30152 8.18665 3.57861
H: -3.30065 9.82966 3.16362
C: 2.84757 -10.60245 -9.66339
C: 3.68525 -9.41270 -9.25487
C: 2.66258 -8.31137 -9.29061
N: 3.20186 -7.01843 -8.51145
C: 4.60448 -6.63833 -9.01571
C: 2.20857 -5.85835 -8.69086
C: 2.40826 -4.89195 -7.48742
C: 3.20024 -5.68504 -6.44612
C: 3.05488 -7.14906 -6.97695
H: 2.26684 -10.50664 -10.58081
H: 2.21591 -11.04511 -8.89321
H: 3.47364 -11.48637 -9.78522
H: 4.48484 -9.32210 -9.99010
H: 4.13877 -9.60655 -8.28284
H: 1.64077 -8.37805 -8.91703
H: 2.48423 -7.86895 -10.27069
H: 4.58576 -6.50209 -10.09699
H: 5.34140 -7.33271 -8.61210
H: 4.89518 -5.65064 -8.65787
H: 2.43910 -5.36989 -9.63761
H: 1.25446 -6.37306 -8.80411
H: 2.96216 -4.01534 -7.82327
H: 1.44091 -4.60168 -7.07744
H: 4.23809 -5.35747 -6.38558
H: 2.86464 -5.63195 -5.41044
H: 3.86770 -7.79523 -6.64545
H: 2.05774 -7.57289 -6.85779
C: -14.96926 5.11050 -2.09975
C: -14.07976 3.89663 -1.90867
C: -12.92275 3.91131 -2.88305
N: -11.80448 2.88056 -2.78015
C: -12.29266 1.45569 -3.01364
C: -11.04173 3.02846 -1.44265
C: -9.72117 2.33222 -1.65315
C: -9.32223 2.76233 -3.04473
C: -10.65385 3.29919 -3.71129
H: -14.38219 6.02860 -2.07663
H: -15.77030 5.08127 -1.36111
H: -15.49159 5.13112 -3.05622
H: -14.65909 2.97954 -2.01547
H: -13.70450 3.68683 -0.90705
H: -12.46856 4.88549 -2.70198
H: -13.17040 3.79116 -3.93772
H: -11.50715 0.78790 -2.65991
H: -12.50378 1.31538 -4.07375
H: -13.18889 1.39933 -2.39582
H: -11.58194 2.63277 -0.58259
H: -10.92593 4.09424 -1.24563
H: -9.79479 1.24930 -1.55335
H: -8.98982 2.60449 -0.89218
H: -8.81768 1.98035 -3.61221
H: -8.64286 3.59671 -2.87060
H: -10.66766 2.92311 -4.73426
H: -10.68664 4.38674 -3.77674
C: 0.01109 -5.79184 6.89694
C: -0.65283 -6.37423 8.07653
C: 0.26157 -6.86849 9.12377
N: -0.40202 -7.72148 10.21804
C: -1.00348 -6.74026 11.23108
C: -1.34510 -8.83304 9.84065
C: -0.51392 -10.11473 9.74123
C: 0.89782 -9.83755 10.26525
C: 0.67570 -8.50715 11.02377
H: -0.70024 -5.46491 6.13850
H: 0.75468 -6.38566 6.36538
H: 0.52716 -4.93035 7.32074
H: -1.32110 -7.15976 7.72374
H: -1.38184 -5.63705 8.41300
H: 0.82674 -6.10215 9.65426
H: 0.95437 -7.57594 8.66810
H: -0.27940 -6.22833 11.86490
H: -1.65424 -7.33863 11.86871
H: -1.48234 -5.96607 10.63156
H: -2.13264 -9.02908 10.56829
H: -1.95885 -8.60881 8.96822
H: -1.05821 -10.84715 10.33740
H: -0.45858 -10.47148 8.71274
H: 1.36347 -10.55926 10.93637
H: 1.57499 -9.76152 9.41450
H: 0.14018 -8.73762 11.94475
H: 1.53149 -7.83358 11.06874
C: 11.92776 -0.45085 -7.08336
C: 10.50212 0.05450 -6.83439
C: 10.33778 0.78124 -5.48357
N: 9.02081 1.53117 -5.24106
C: 8.67896 2.62774 -6.32540
C: 9.06340 2.24718 -3.83430
C: 8.01297 1.48167 -2.98210
C: 6.98812 0.96148 -4.03828
C: 7.82628 0.53903 -5.20553
H: 12.64946 0.33140 -7.31859
H: 11.92923 -1.29543 -7.77240
H: 12.22094 -0.87341 -6.12231
H: 9.80741 -0.78089 -6.92157
H: 10.09573 0.77630 -7.54286
H: 11.16586 1.47922 -5.36029
H: 10.36143 0.05672 -4.66957
H: 8.56144 2.12279 -7.28420
H: 9.52929 3.26005 -6.58081
H: 7.80312 3.24216 -6.11682
H: 8.77590 3.28748 -3.98665
H: 10.05552 2.16378 -3.39066
H: 7.46450 1.93687 -2.15743
H: 8.60460 0.65583 -2.58707
H: 6.37527 1.79935 -4.37066
H: 6.22059 0.21399 -3.83767
H: 7.27513 0.51622 -6.14565
H: 8.34226 -0.41948 -5.14975
C: -9.95346 1.69552 9.80854
C: -9.13755 1.80590 8.53498
C: -7.94020 0.90331 8.51397
N: -7.06095 0.94919 7.19122
C: -7.90068 0.38617 6.01380
C: -5.75039 0.16803 7.44400
C: -4.59995 1.16318 7.46304
C: -5.31924 2.50874 7.58952
C: -6.57401 2.35646 6.80362
H: -10.67580 2.50996 9.86341
H: -9.39435 1.78706 10.73974
H: -10.49835 0.75382 9.87497
H: -8.78740 2.82728 8.38571
H: -9.77191 1.78150 7.64893
H: -8.23541 -0.14594 8.50896
H: -7.32129 1.16941 9.37084
H: -8.27920 -0.59897 6.28646
H: -7.20696 0.29882 5.17761
H: -8.67664 1.14395 5.90541
H: -5.55174 -0.52269 6.62452
H: -5.90984 -0.34787 8.39085
H: -3.99863 1.17120 6.55394
H: -3.95988 0.83217 8.28087
H: -4.63489 3.26756 7.21010
H: -5.47710 2.75933 8.63852
H: -6.34185 2.40094 5.73957
H: -7.40510 3.04359 6.96249
C: -4.58973 -6.45730 -3.96674
C: -5.25197 -6.80453 -2.66538
C: -4.19175 -7.15774 -1.53539
N: -5.00551 -7.63541 -0.28069
C: -5.68364 -6.35075 0.39446
C: -6.08758 -8.72798 -0.46946
C: -5.88270 -9.72382 0.68835
C: -4.36960 -9.70879 0.84031
C: -4.03042 -8.19476 0.73388
H: -3.71008 -5.87000 -3.70329
H: -5.19619 -5.93957 -4.70987
H: -4.28240 -7.35533 -4.50265
H: -5.88850 -7.65738 -2.90116
H: -5.89824 -5.98610 -2.34819
H: -3.37104 -6.45516 -1.39081
H: -3.62497 -8.04646 -1.81293
H: -6.02089 -6.76724 1.34362
H: -6.48951 -6.10038 -0.29545
H: -4.91972 -5.61201 0.63696
H: -7.05391 -8.24815 -0.31434
H: -6.08592 -9.19026 -1.45656
H: -6.29793 -9.30519 1.60510
H: -6.25445 -10.74305 0.58305
H: -3.91358 -9.97564 1.79370
H: -3.85866 -10.22468 0.02736
H: -4.07330 -7.72055 1.71437
H: -3.02853 -8.06447 0.32480
C: 6.57295 -4.18547 6.18329
C: 6.96564 -4.07179 4.67250
C: 7.67331 -5.35897 4.10558
N: 8.20490 -5.22878 2.67296
C: 9.42123 -4.28326 2.63790
C: 7.16169 -4.84093 1.61249
C: 6.46627 -6.22467 1.28539
C: 7.57534 -7.28313 1.61618
C: 8.74252 -6.55861 2.21053
H: 7.44247 -4.26070 6.83627
H: 6.11317 -5.14997 6.39877
H: 5.91679 -3.40243 6.56330
H: 7.61982 -3.20688 4.56263
H: 6.03137 -4.00625 4.11487
H: 6.99132 -6.20845 4.06846
H: 8.57583 -5.52438 4.69397
H: 9.81079 -4.30100 1.62005
H: 10.20247 -4.64248 3.30777
H: 9.18787 -3.23496 2.82423
H: 7.76235 -4.47913 0.77798
H: 6.46258 -4.05403 1.89557
H: 6.24614 -6.30040 0.22054
H: 5.58497 -6.31834 1.91992
H: 7.81545 -7.73646 0.65445
H: 7.18836 -7.96367 2.37461
H: 9.46454 -6.43018 1.40413
H: 9.29917 -7.06720 2.99766
C: 2.83995 6.63792 -13.13953
C: 1.82839 7.12400 -12.11390
C: 0.79755 6.04415 -11.88255
N: -0.07390 6.40805 -10.68624
C: -0.77254 7.74396 -10.80549
C: 0.76062 6.29933 -9.36101
C: -0.20655 5.91073 -8.22710
C: -0.89304 4.76077 -8.98278
C: -1.14802 5.24292 -10.47045
H: 3.64322 6.02121 -12.73639
H: 3.40153 7.48907 -13.52461
H: 2.30057 6.06566 -13.89430
H: 1.48455 8.08930 -12.48547
H: 2.33298 7.43558 -11.19936
H: 1.30936 5.11081 -11.64794
H: 0.16995 5.85227 -12.75283
H: 0.05431 8.45291 -10.76297
H: -1.47928 7.66414 -9.97951
H: -1.25026 7.78639 -11.78432
H: 1.25492 7.24675 -9.14616
H: 1.52834 5.54750 -9.54388
H: -0.93579 6.71559 -8.13485
H: 0.29774 5.60013 -7.31205
H: -1.81693 4.54839 -8.44481
H: -0.33479 3.82716 -8.91333
H: -2.13765 5.56780 -10.79169
H: -0.97856 4.37894 -11.11304

Calculated values
max |F|	3.7	eV/Å
charge	+9
highest occupied orbital energy	-15.1	eV

Atom charges from the Löwdin analysis, given in e for atoms 1 to 8: number 1, C, carries -0.12; number 2, C, carries -0.64; number 3, C, carries -0.11; number 4, O, carries -0.42; number 5, H, carries 0.04; number 6, H, carries 0.04; number 7, H, carries 0.03; number 8, H, carries 0.07